[1]
A single C14H23B molecule in a non-equilibrium geometry. Source: OMol25; level of theory: ωB97M-V/def2-TZVPD.

The HOMO energy is -9.1 eV. The value obtained for the energy relative to the best compared isomer or geometry (same formula, charge and spin) is 0.0 kcal/mol. For the lowest unoccupied orbital energy, the calculation gives 0.743 eV. As for the maximum force: 4.26 eV/A. Its frontier orbital gap is 9.8 eV. The SMILES is CCB(CC)[C@](C)(CC)c1ccccc1.

CARTESIAN COORDINATES (ANGSTROEM)
C1 -0.17986 3.17460 -0.44129
C2 -0.36554 1.96151 0.55759
B1 -1.15307 0.74083 -0.15062
C3 -2.53537 0.95685 -0.93926
C4 -3.73615 0.14895 -0.39064
C5 -0.32717 -0.62338 -0.06994
C6 -0.63688 -1.79218 -1.01680
C7 -0.70378 -1.32201 1.55515
C8 0.06184 -2.68111 1.79755
C9 1.26497 -0.50871 -0.12969
C10 2.11836 -0.40222 1.01064
C11 3.46883 -0.02667 0.80508
C12 3.96740 0.26030 -0.46173
C13 3.12600 0.38202 -1.53770
C14 1.80290 -0.06542 -1.29775
H1 -1.19961 3.39488 -0.80986
H2 0.30103 4.01874 0.03029
H3 0.31484 2.96312 -1.36096
H4 0.57136 1.50959 0.84688
H5 -0.94806 2.29422 1.44197
H6 -2.40966 0.64674 -1.90756
H7 -2.84523 2.00440 -1.03438
H8 -3.40327 -0.57867 0.37645
H9 -4.44574 0.85469 0.05730
H10 -4.13668 -0.47097 -1.09926
H11 -0.14755 -1.59343 -1.98647
H12 -1.70504 -2.06393 -1.14878
H13 -0.20641 -2.73697 -0.77978
H14 -1.74415 -1.45321 1.70654
H15 -0.21407 -0.80424 2.35010
H16 -0.40963 -3.57275 1.41727
H17 0.22301 -2.98558 2.87394
H18 0.98400 -2.53853 1.23202
H19 1.87114 -0.67968 1.99918
H20 4.10811 0.09373 1.65847
H21 4.91721 0.69718 -0.57416
H22 3.30792 0.83352 -2.48470
H23 1.04402 -0.03620 -2.09510

***

[2]
2 unconnected molecules or ions with the total composition C2H7S2. Source: OMol25; level of theory: ωB97M-V/def2-TZVPD.

The HOMO energy is -3.1 eV. The value obtained for the energy relative to the best compared isomer or geometry (same formula, charge and spin) is 3.3 kcal/mol. As for the charge: -1. For the lowest unoccupied orbital energy, the calculation gives 3.829 eV. As for the maximum force: 0.96 eV/A. Its frontier orbital gap is 7.0 eV.

CARTESIAN COORDINATES (ANGSTROEM)
S1 -1.61756 1.22591 -2.18800
H1 -2.31055 0.25203 -1.58250
C1 -0.00307 -0.69600 1.14646
C2 0.95292 0.22873 0.39489
S2 1.22407 -0.34395 -1.30983
H2 0.32182 -1.73244 1.12646
H3 -0.98306 -0.60890 0.68001
H4 -0.10392 -0.35155 2.18604
H5 0.53460 1.23447 0.43522
H6 1.93927 0.26943 0.86450
H7 0.04547 0.52228 -1.75326

***

[3]
A gas-phase ion, CH2FO3S2 (charge -1) in a non-equilibrium geometry. Source: OMol25; level of theory: ωB97M-V/def2-TZVPD.

The HOMO energy is -5.1 eV. The value obtained for the energy relative to the best compared isomer or geometry (same formula, charge and spin) is 2.3 kcal/mol. As for the charge: -1. For the lowest unoccupied orbital energy, the calculation gives 3.639 eV. As for the maximum force: 3.89 eV/A. Its frontier orbital gap is 8.7 eV. The SMILES is O=S(=O)([O-])SCF.

CARTESIAN COORDINATES (ANGSTROEM)
O1 -0.98189 -1.09513 -0.99593
S1 0.31602 -1.26610 -0.40722
O2 0.33613 -1.51926 1.01618
O3 1.20071 -2.12489 -1.15382
S2 1.08624 0.72046 -0.73914
C1 -0.28998 1.14440 0.33457
F1 -0.33448 2.44075 0.79341
H1 -0.16527 0.62529 1.30399
H2 -1.16748 1.07448 -0.15205

***

[4]
A single C19H22O4 molecule. Source: OMol25; level of theory: ωB97M-V/def2-TZVPD.

The HOMO energy is -8.6 eV. The value obtained for the energy relative to the best compared isomer or geometry (same formula, charge and spin) is 6.1 kcal/mol. For the lowest unoccupied orbital energy, the calculation gives 0.103 eV. As for the maximum force: 0.93 eV/A. Its frontier orbital gap is 8.7 eV. The SMILES is CCCCc1cc(=O)oc2cc(O[C@@H]3CCCCC3=O)ccc12.

CARTESIAN COORDINATES (ANGSTROEM)
C1 6.64452 1.13760 0.96631
C2 5.14254 1.10221 0.71376
C3 4.82267 1.10679 -0.78040
C4 3.32156 1.03323 -1.05567
C5 2.65095 -0.27262 -0.73467
C6 3.32568 -1.41802 -0.49016
C7 2.67460 -2.67201 -0.17281
O1 3.24445 -3.70974 0.05780
O2 1.30463 -2.66465 -0.12309
C8 0.59339 -1.54914 -0.38765
C9 -0.78782 -1.66436 -0.32975
C10 -1.60214 -0.56938 -0.59458
O3 -2.93208 -0.80416 -0.51197
C11 -3.85953 0.25471 -0.68963
C12 -3.97706 1.12225 0.57581
C13 -4.40589 0.25830 1.75888
C14 -5.74157 -0.42057 1.47851
C15 -5.65704 -1.27004 0.20237
C16 -5.23365 -0.37821 -0.92632
O4 -5.90488 -0.10288 -1.88430
C17 -1.00581 0.65097 -0.92874
C18 0.36473 0.75981 -0.98295
C19 1.20561 -0.32270 -0.70648
H1 7.12513 0.26295 0.53376
H2 7.08711 2.02623 0.52099
H3 6.85202 1.14849 2.03345
H4 4.71752 0.21221 1.18061
H5 4.67621 1.97324 1.18096
H6 5.20246 2.03424 -1.21612
H7 5.33980 0.28478 -1.27697
H8 3.14040 1.24180 -2.11530
H9 2.83118 1.82310 -0.48079
H10 4.40081 -1.47483 -0.50887
H11 -1.22963 -2.61550 -0.08328
H12 -3.59925 0.86151 -1.56635
H13 -3.01674 1.59634 0.78855
H14 -4.71489 1.90509 0.38927
H15 -3.64241 -0.50081 1.94073
H16 -4.48493 0.87942 2.65274
H17 -6.02222 -1.05836 2.31803
H18 -6.52054 0.33524 1.35405
H19 -6.61917 -1.72897 -0.02524
H20 -4.89953 -2.04439 0.33233
H21 -1.60394 1.51891 -1.15452
H22 0.79278 1.71193 -1.25228

***

[5]
A molecular structure, C18H15F3N3O7RuS2. Source: OMol25; level of theory: ωB97M-V/def2-TZVPD.

The HOMO energy (alpha / beta) is -9.3 / -9.1 eV. As for the multiplicity: 2. The value obtained for the energy relative to the best compared isomer or geometry (same formula, charge and spin) is 0.0 kcal/mol. The expectation value of S² is 0.75. For the lowest unoccupied orbital energy (alpha / beta), the calculation gives -1.117 / -1.456 eV. As for the maximum force: 0.93 eV/A. Its frontier orbital gap (alpha / beta) is 8.2 / 7.6 eV.

CARTESIAN COORDINATES (ANGSTROEM)
Ru1 -0.08779 -0.51095 -0.17269
C1 2.52129 -2.48145 0.57892
C2 2.89358 -1.04645 0.41487
C3 4.21966 -0.63604 0.53715
C4 4.55405 0.69277 0.39746
C5 3.55072 1.61949 0.15918
C6 2.25243 1.16961 0.04983
N1 1.93705 -0.14465 0.15173
C7 1.10004 2.08687 -0.11502
C8 1.15738 3.46774 -0.18600
C9 -0.03248 4.17555 -0.24888
C10 -1.24658 3.50858 -0.22168
C11 -1.23866 2.12619 -0.15135
N2 -0.08138 1.46672 -0.12109
C12 -2.42277 1.24177 -0.03472
C13 -3.70961 1.72488 0.02867
C14 -4.74317 0.82158 0.23870
C15 -4.44736 -0.51215 0.39893
C16 -3.12855 -0.95874 0.31778
C17 -2.79664 -2.39660 0.50917
N3 -2.14313 -0.08027 0.07859
H1 3.36474 -3.03376 0.98799
H2 2.23130 -2.91488 -0.37775
H3 1.66512 -2.58100 1.24464
H4 4.97465 -1.38087 0.74374
H5 5.58305 1.01399 0.48720
H6 3.77549 2.67134 0.07280
H7 2.10590 3.98241 -0.18072
H8 -0.01360 5.25533 -0.30476
H9 -2.17722 4.05467 -0.24530
H10 -3.90712 2.78156 -0.06720
H11 -5.76556 1.16982 0.29730
H12 -5.22669 -1.23472 0.59296
H13 -3.66585 -2.92629 0.89374
H14 -1.96501 -2.51046 1.20287
H15 -2.49701 -2.82361 -0.44689
F1 2.10029 -0.40369 3.66439
C18 0.87751 -0.46886 4.21045
F2 0.67125 -1.72046 4.61529
F3 0.83833 0.33884 5.26738
S1 -0.38559 0.06699 2.99305
O1 0.00856 1.40877 2.63950
O2 -1.65016 -0.12223 3.63209
O3 -0.12694 -0.92155 1.89454
O4 -1.73266 -1.80065 -2.51968
S2 -0.31924 -2.00443 -2.29866
O5 0.37523 -2.76335 -3.28614
O6 -0.06448 -2.50317 -0.85724
O7 0.34754 -0.56291 -2.10275

***

[6]
A molecular structure, C21H31F5OP2Zr in a non-equilibrium geometry. Source: OMol25; level of theory: ωB97M-V/def2-TZVPD.

The HOMO energy (alpha / beta) is -13.9 / -13.9 eV. The value obtained for the energy relative to the best compared isomer or geometry (same formula, charge and spin) is 0.0 kcal/mol. As for the charge: +2. For the lowest unoccupied orbital energy (alpha / beta), the calculation gives -9.768 / -9.767 eV. As for the maximum force: 10.81 eV/A. Its frontier orbital gap (alpha / beta) is 4.2 / 4.2 eV.

CARTESIAN COORDINATES (ANGSTROEM)
P1 0.59414 -3.38012 0.87516
P2 0.64713 3.57301 0.44189
C1 1.69132 1.04137 -0.68240
C2 1.97659 2.49761 -0.28940
H1 2.15046 0.84992 -1.66808
H2 2.23501 0.38974 0.02364
H3 2.80811 2.53783 0.43437
H4 2.30601 3.04169 -1.18165
C3 0.74447 5.03375 -0.67264
H5 1.22373 5.85055 -0.12632
H6 -0.29381 5.31028 -0.92276
H7 1.28831 4.82670 -1.59912
C4 1.47029 4.17003 1.96845
H8 1.77743 5.21730 1.83036
H9 2.32589 3.53317 2.23845
H10 0.72414 4.10305 2.77559
C5 0.68746 -4.99386 0.02284
H11 0.89786 -5.81302 0.72647
H12 1.47444 -4.94080 -0.74421
H13 -0.27556 -5.17471 -0.48165
C6 2.22043 -3.29299 1.68458
H14 2.32813 -2.30991 2.16239
H15 3.01412 -3.42016 0.93169
H16 2.27269 -4.07358 2.45183
Zr1 -0.26972 -0.11281 -1.08068
C7 -0.77399 1.32092 -2.72321
C8 -1.94203 0.95065 -2.01469
C9 -2.95482 -0.03230 -2.57277
C10 -2.45083 -1.50437 -2.79038
C11 -1.12516 -1.89951 -2.12295
C12 0.14347 -1.57286 -2.69462
C13 0.32365 -0.76059 -3.94929
C14 -0.33616 0.66464 -4.01722
C15 -0.40046 -3.73628 2.36978
H17 -0.28390 2.26931 -2.46992
H18 -2.30358 1.62390 -1.21364
H19 -3.36497 0.32002 -3.53939
H20 -3.81990 -0.03686 -1.88843
H21 -3.24994 -2.17756 -2.42529
H22 -2.41678 -1.69918 -3.87142
H23 -1.19036 -2.83485 -1.54363
H24 1.00448 -2.21881 -2.45102
H25 -0.02591 -1.36587 -4.80831
H26 1.40342 -0.62576 -4.14410
H27 0.40287 1.33034 -4.49754
H28 -1.16354 0.62818 -4.74596
H29 0.24841 -3.66638 3.25442
H30 -0.81722 -4.74918 2.28226
H31 -1.21655 -2.99601 2.44716
F1 -0.96670 1.58218 5.99096
C16 -0.88357 1.10039 4.73878
C17 0.36283 0.85184 4.16564
F2 1.48870 1.16778 4.84966
C18 0.42284 0.35560 2.88459
F3 1.65513 0.08572 2.35177
C19 -0.74221 0.20373 2.10482
O1 -0.68642 -0.09529 0.82337
C20 -1.98354 0.49114 2.68395
F4 -3.08563 0.38538 1.89921
C21 -2.04809 0.93391 3.98817
F5 -3.24267 1.24199 4.53046

***

Please write out number 4 again, unchanged.
A single C19H22O4 molecule. Source: OMol25; level of theory: ωB97M-V/def2-TZVPD.

The HOMO energy is -8.6 eV. The value obtained for the energy relative to the best compared isomer or geometry (same formula, charge and spin) is 6.1 kcal/mol. For the lowest unoccupied orbital energy, the calculation gives 0.103 eV. As for the maximum force: 0.93 eV/A. Its frontier orbital gap is 8.7 eV. The SMILES is CCCCc1cc(=O)oc2cc(O[C@@H]3CCCCC3=O)ccc12.

CARTESIAN COORDINATES (ANGSTROEM)
C1 6.64452 1.13760 0.96631
C2 5.14254 1.10221 0.71376
C3 4.82267 1.10679 -0.78040
C4 3.32156 1.03323 -1.05567
C5 2.65095 -0.27262 -0.73467
C6 3.32568 -1.41802 -0.49016
C7 2.67460 -2.67201 -0.17281
O1 3.24445 -3.70974 0.05780
O2 1.30463 -2.66465 -0.12309
C8 0.59339 -1.54914 -0.38765
C9 -0.78782 -1.66436 -0.32975
C10 -1.60214 -0.56938 -0.59458
O3 -2.93208 -0.80416 -0.51197
C11 -3.85953 0.25471 -0.68963
C12 -3.97706 1.12225 0.57581
C13 -4.40589 0.25830 1.75888
C14 -5.74157 -0.42057 1.47851
C15 -5.65704 -1.27004 0.20237
C16 -5.23365 -0.37821 -0.92632
O4 -5.90488 -0.10288 -1.88430
C17 -1.00581 0.65097 -0.92874
C18 0.36473 0.75981 -0.98295
C19 1.20561 -0.32270 -0.70648
H1 7.12513 0.26295 0.53376
H2 7.08711 2.02623 0.52099
H3 6.85202 1.14849 2.03345
H4 4.71752 0.21221 1.18061
H5 4.67621 1.97324 1.18096
H6 5.20246 2.03424 -1.21612
H7 5.33980 0.28478 -1.27697
H8 3.14040 1.24180 -2.11530
H9 2.83118 1.82310 -0.48079
H10 4.40081 -1.47483 -0.50887
H11 -1.22963 -2.61550 -0.08328
H12 -3.59925 0.86151 -1.56635
H13 -3.01674 1.59634 0.78855
H14 -4.71489 1.90509 0.38927
H15 -3.64241 -0.50081 1.94073
H16 -4.48493 0.87942 2.65274
H17 -6.02222 -1.05836 2.31803
H18 -6.52054 0.33524 1.35405
H19 -6.61917 -1.72897 -0.02524
H20 -4.89953 -2.04439 0.33233
H21 -1.60394 1.51891 -1.15452
H22 0.79278 1.71193 -1.25228